No. 1
ORCA calculation (ωB97M-V/def2-TZVPD) on a molecular structure, C46H96F16N9O18S8 in a non-equilibrium geometry.

Properties
Lowest unoccupied orbital energy ... -1.63 eV
Kohn-Sham gap ... 9.7 eV
ΔE to the lowest compared entry with this formula, charge and spin ... 0.0 kJ/mol
E ... -8440.3618 Ha

Structure (ORCA input):
```
! RIJCOSX wB97M-V def2-TZVPD def2/J DEFGRID3
* xyz 1 1
C 3.9285 6.4565 6.7892
O 2.9721 5.4939 6.4737
C 2.2679 5.9450 5.2754
C 1.4163 4.8720 4.8173
N 0.3963 5.2370 3.7427
H 0.0580 4.3868 3.3492
H -0.2825 5.7451 4.2571
C 0.8871 6.0843 2.5678
C 0.8971 5.2364 1.4032
O 1.7920 4.2060 1.8168
C 2.0176 3.2758 0.8036
H 3.4945 7.4226 6.8085
H 4.7397 6.5111 6.0119
H 4.4666 6.1169 7.7072
H 3.0928 6.1483 4.5420
H 1.7766 6.9051 5.4303
H 0.7749 4.6173 5.6844
H 1.9083 3.9591 4.4776
H 1.9056 6.3910 2.6062
H 0.3008 6.9594 2.4396
H 1.2025 5.8311 0.6036
H -0.0661 4.8007 1.2196
H 1.1484 3.0409 0.1627
H 2.4695 2.3581 1.1775
H 2.7243 3.8154 0.1550
C 2.6033 -1.3907 -6.9789
C 1.1240 -0.9697 -7.0360
C 0.5182 -0.3745 -5.7718
C -1.0071 -0.2097 -6.0088
N -1.7191 0.7104 -5.1669
C -3.1864 0.9240 -5.5737
C -3.1854 2.2000 -6.3416
C -2.2586 3.0039 -5.4764
C -1.1114 2.0647 -5.2722
C -1.7091 0.1702 -3.7403
H 2.8461 -1.7104 -7.9500
H 2.8887 -2.2658 -6.3817
H 3.1683 -0.4801 -6.7023
H 0.4668 -1.8294 -7.2452
H 0.9955 -0.1989 -7.7890
H 0.9679 0.6152 -5.5570
H 0.7359 -1.0250 -4.8649
H -1.5042 -1.1829 -5.9033
H -1.1330 0.1541 -7.0694
H -3.7297 1.0239 -4.6450
H -3.4909 0.0173 -6.0383
H -4.2039 2.5889 -6.4550
H -2.8290 1.9774 -7.3557
H -2.6652 3.3660 -4.5101
H -1.9051 3.9604 -5.8807
H -0.3609 2.3469 -4.5430
H -0.6220 1.8682 -6.2437
H -0.8215 -0.2818 -3.2957
H -2.4603 -0.6562 -3.7276
H -2.0015 0.9638 -3.0626
C 0.6863 -3.0981 5.6795
C -0.3750 -2.7698 4.6718
C -1.5849 -2.1217 5.2045
C -2.6472 -1.7493 4.1034
N -3.9377 -1.1438 4.6752
C -4.6815 -2.1433 5.5521
C -6.1431 -1.6295 5.5700
C -6.2401 -0.5933 4.4443
C -4.9404 -0.7907 3.6139
C -3.6694 0.1944 5.4097
H 1.1843 -2.1771 5.9847
H 1.3838 -3.8456 5.2640
H 0.2594 -3.5437 6.5609
H -0.7278 -3.7528 4.2426
H 0.0415 -2.1780 3.8349
H -1.3657 -1.2061 5.6888
H -2.0688 -2.6790 5.9909
H -2.9084 -2.6274 3.4873
H -2.2515 -0.9808 3.4627
H -4.2026 -2.1481 6.5542
H -4.6699 -3.1207 5.0750
H -6.5552 -1.2981 6.4858
H -6.7479 -2.5184 5.2799
H -6.3994 0.4532 4.6755
H -7.0529 -0.7761 3.7332
H -4.6673 0.1505 3.1480
H -5.0055 -1.6518 2.8892
H -4.6577 0.5526 5.7479
H -3.1047 0.8642 4.7266
H -3.0953 -0.0113 6.3131
C 8.9330 3.0486 -5.0142
C 7.5667 2.3347 -5.1181
C 6.9359 1.9120 -3.7819
C 5.4491 1.6278 -4.0770
N 4.6305 0.9993 -2.9064
C 4.6241 1.9779 -1.7277
C 5.3417 1.3043 -0.6014
C 6.1308 0.1479 -1.1677
C 5.3106 -0.2572 -2.4077
C 3.2910 0.6613 -3.4470
H 9.6089 2.5197 -4.3181
H 8.8522 4.0687 -4.6485
H 9.3944 3.1456 -5.9642
H 7.5428 1.4397 -5.7815
H 6.9187 3.0857 -5.6015
H 7.1401 2.6460 -3.0087
H 7.3664 0.9861 -3.4087
H 5.3348 0.7992 -4.8144
H 4.9070 2.5330 -4.3666
H 3.5908 2.1731 -1.7079
H 5.0360 2.9110 -2.0958
H 4.5774 1.0333 0.1443
H 5.9755 2.0571 -0.1403
H 6.3516 -0.7170 -0.4820
H 7.1271 0.5550 -1.4881
H 4.4897 -0.9294 -2.0998
H 5.9787 -0.8220 -3.0878
H 2.5625 0.6458 -2.6478
H 3.3665 -0.3546 -3.7875
H 2.9617 1.4056 -4.1604
C -3.9032 -5.9110 4.1727
C -3.1828 -6.7994 3.1448
C -2.9140 -5.9199 1.9197
C -2.2112 -6.5660 0.7862
N -1.0747 -5.6850 0.1561
C -0.2507 -6.5051 -0.7130
C 0.7563 -7.3115 0.1809
C 0.7014 -6.5222 1.4816
C -0.0718 -5.2320 1.1561
C -1.7173 -4.5366 -0.5137
H -4.8344 -5.5846 3.6896
H -3.3209 -4.9869 4.3469
H -4.1645 -6.3824 5.1394
H -3.7602 -7.7059 2.9353
H -2.1970 -7.1177 3.5745
H -2.2572 -5.1444 2.4630
H -3.8357 -5.4353 1.6179
H -2.8522 -6.8516 -0.0310
H -1.6496 -7.3905 1.2121
H 0.3675 -5.8765 -1.3041
H -0.9425 -7.1050 -1.3590
H 1.6952 -7.1880 -0.3294
H 0.5111 -8.3163 0.3868
H 1.7379 -6.2511 1.7869
H 0.2491 -7.0358 2.3379
H 0.5966 -4.4654 0.7550
H -0.5235 -4.6630 1.9827
H -2.4747 -4.9681 -1.1825
H -0.9687 -3.8439 -0.8646
H -2.2492 -4.0102 0.2657
N 2.2341 4.9942 -4.4451
S 1.7437 4.5714 -3.0968
O 2.4052 5.3078 -2.0729
O 1.5776 3.1691 -3.0453
F 0.3196 5.1738 -2.9079
S 1.7202 4.2767 -5.8011
O 0.3864 4.6881 -6.1654
O 2.0124 2.8832 -6.0587
F 2.6242 5.1318 -6.8519
N -2.0539 3.8460 3.3241
S -2.4382 2.7701 2.2017
O -3.1700 1.6532 2.7472
O -1.2341 2.4857 1.4900
F -3.2892 3.5566 1.2375
S -2.3228 3.9806 4.8532
O -3.5546 3.4756 5.3041
O -1.8140 5.2181 5.2280
F -1.2190 2.8153 5.3723
C 4.2776 -3.4586 2.0326
F 3.5962 -3.7105 3.1973
F 4.7519 -2.2894 2.2223
F 5.3041 -4.3011 1.9150
S 3.2793 -3.5760 0.5105
O 4.0458 -3.0944 -0.6195
O 2.9438 -4.9437 0.5147
N 2.0945 -2.5969 0.7949
S 1.5340 -1.5559 -0.2257
O 2.4564 -0.5089 -0.3776
O 0.8288 -2.0081 -1.3764
C 0.2025 -0.8949 0.8255
F -0.6174 -1.8916 1.1285
F 0.7203 -0.5168 2.0005
F -0.2977 0.1425 0.2716
C -8.3104 1.2437 -0.7279
F -8.8070 2.2806 0.0088
F -8.7492 0.1580 -0.1084
F -8.7714 1.3070 -1.9527
S -6.4137 1.2166 -0.5210
O -6.0957 2.4778 -1.0956
O -6.1592 0.9767 0.8325
N -6.0522 -0.0747 -1.3813
S -4.7895 -0.3361 -2.1734
O -4.8038 -1.4508 -3.0698
O -4.1941 0.9230 -2.7057
C -3.5162 -0.9038 -0.8571
F -2.3882 -1.3601 -1.4795
F -3.2175 0.2049 -0.0736
F -3.8895 -1.9402 -0.1068
*
```

No. 2
ORCA calculation (ωB97M-V/def2-TZVPD) on a molecular structure, C20H20Co2N3O6 in a non-equilibrium geometry.

Properties
Lowest unoccupied orbital energy ... 2.55 eV
Kohn-Sham gap ... 6.2 eV
ΔE to the lowest compared entry with this formula, charge and spin ... 17.8 kJ/mol
E ... -4155.2721 Ha

Structure (ORCA input):
```
! RIJCOSX wB97M-V def2-TZVPD def2/J DEFGRID3
* xyz -1 1
O -0.5805 -0.4113 -2.6161
C -0.6981 -0.1547 -1.4858
Co -0.9615 0.2055 0.1826
C -1.1707 -1.4029 0.8591
O -1.4307 -2.4810 1.1878
C 0.5924 0.8663 0.7257
O 1.5630 1.4625 0.9512
C -2.6405 1.2416 -0.1948
C -2.7324 2.1234 -1.3443
C -1.6104 2.8737 -1.7596
C -1.6889 3.7760 -2.8175
C -2.9234 4.0357 -3.4168
C -4.0244 3.2289 -3.1086
C -3.9319 2.2732 -2.0846
C -3.4428 0.1805 0.2853
C -4.0632 -0.9437 -0.1103
Co -2.8660 1.1914 1.5898
C -1.5101 2.0632 2.2728
O -0.7409 2.7153 2.8405
C -4.2435 2.1132 2.3041
O -5.0933 2.6585 2.8680
C -3.1342 -0.1622 2.6468
O -3.4114 -1.0461 3.3439
H -0.6696 2.7554 -1.2204
H -0.7657 4.2816 -3.1457
H -3.0174 4.8529 -4.1332
H -4.9737 3.3610 -3.6420
H -4.7974 1.6632 -1.8569
H -4.5576 -1.5651 0.6370
H -4.1406 -1.1664 -1.1688
C 4.1091 -1.6876 -1.4382
N 2.9932 -1.9715 -0.5683
C 1.7615 -1.9462 -1.3224
C 2.8764 -1.8106 0.7965
N 1.6679 -1.5258 1.2309
N 3.9484 -2.0592 1.6447
C 5.3652 -1.8802 1.3894
C 3.6727 -2.4644 3.0085
H 5.0420 -1.9571 -0.9744
H 3.9651 -2.3384 -2.3087
H 4.1147 -0.6319 -1.7446
H 0.9283 -2.2461 -0.6866
H 1.5900 -0.9426 -1.7302
H 1.8686 -2.6140 -2.1844
H 1.7343 -1.2446 2.2110
H 5.5979 -1.8172 0.3400
H 5.7143 -0.9649 1.8799
H 5.8714 -2.7600 1.7928
H 2.6935 -2.9364 3.0672
H 4.4403 -3.1730 3.3076
H 3.7105 -1.6176 3.7001
*
```

No. 3
ORCA calculation (ωB97M-V/def2-TZVPD) on a molecular structure, H22HeO11 in a non-equilibrium geometry.

Properties
Lowest unoccupied orbital energy ... -0.34 eV
Kohn-Sham gap ... 10.0 eV
ΔE to the lowest compared entry with this formula, charge and spin ... 93.6 kJ/mol
E ... -843.7321 Ha

Structure (ORCA input):
```
! RIJCOSX wB97M-V def2-TZVPD def2/J DEFGRID3
* xyz 0 1
He -10.3322 3.5568 0.9658
O -12.9359 2.9852 2.6583
H -12.3186 2.2612 2.5535
H -13.2967 3.1216 1.7822
O -9.6979 7.1611 -0.9427
H -10.3987 6.6384 -0.5530
H -10.1052 8.0068 -1.1301
O -13.7366 3.0193 -0.0575
H -14.1959 3.8556 0.0191
H -12.9311 3.2303 -0.5296
O -8.7212 2.1993 2.0392
H -8.2453 2.8446 1.5164
H -8.3210 2.2513 2.9072
O -10.5658 4.2564 4.1336
H -9.7415 3.7754 4.0600
H -11.1168 3.8961 3.4387
O -11.2397 0.9277 1.6389
H -11.3577 0.7038 0.7158
H -10.5282 1.5680 1.6415
O -7.3866 4.2970 0.8655
H -7.7715 4.5755 0.0346
H -6.5154 3.9771 0.6312
O -9.1518 6.7836 3.8013
H -9.7854 6.0677 3.8479
H -9.3354 7.2125 2.9655
O -11.8202 3.0514 -2.1622
H -10.9463 3.4073 -2.0017
H -11.7205 2.1070 -2.0424
O -9.0412 3.5570 -1.8848
H -8.6363 2.7177 -1.6662
H -8.8591 3.6758 -2.8170
O -11.6278 6.5986 1.2949
H -12.1328 7.3745 1.5384
H -12.2757 5.8957 1.2475
*
```

No. 4
ORCA calculation (ωB97M-V/def2-TZVPD) on C4H5NO2S in the gas phase in a non-equilibrium geometry.

Properties
SMILES ... C[C@@H]1NC(=O)SC1=O
Lowest unoccupied orbital energy ... 0.46 eV
Kohn-Sham gap ... 10.4 eV
ΔE to the lowest compared entry with this formula, charge and spin ... 167.4 kJ/mol
E ... -758.8163 Ha

Structure (ORCA input):
```
! RIJCOSX wB97M-V def2-TZVPD def2/J DEFGRID3
* xyz 0 1
C -0.9405 -1.2494 -0.3284
C 0.3648 -0.6185 0.0806
N -0.0760 0.4483 0.9988
C 0.2678 1.7833 0.9081
O 0.0051 2.7975 1.5242
S 1.3918 2.0105 -0.5756
C 1.0539 0.3044 -1.1307
O 1.3989 -0.1360 -2.1845
H -1.6937 -1.4225 0.6913
H -1.4853 -0.5434 -1.0128
H -0.6201 -2.2510 -0.9573
H 1.0891 -1.3040 0.3285
H -0.7558 0.1807 1.6579
*
```

No. 5
ORCA calculation (ωB97M-V/def2-TZVPD) on C5H9O5 in the gas phase in a non-equilibrium geometry.

Properties
Lowest unoccupied orbital energy (alpha / beta) ... 0.44 / 0.24 eV
Kohn-Sham gap (alpha / beta) ... 8.1 / 10.2 eV
ΔE to the lowest compared entry with this formula, charge and spin ... 429.1 kJ/mol
E ... -571.7895 Ha

Structure (ORCA input):
```
! RIJCOSX wB97M-V def2-TZVPD def2/J DEFGRID3
* xyz 0 2
H -0.4233 -2.6698 0.1011
O 0.5247 -2.2853 0.0655
O 0.3393 -2.0720 1.5933
C -0.1175 -0.7495 1.8853
C 0.2680 0.5303 1.0812
C 0.1868 0.3652 -0.3538
C -1.0965 0.8878 -0.8667
O -0.9529 1.4181 -2.1615
C 1.3278 0.1172 -1.2163
O -0.5197 1.6778 1.3913
O -1.1857 1.9277 0.0206
H -1.2004 -0.8067 1.9962
H 0.3236 -0.5908 2.8843
H 1.3065 0.7328 1.2921
H -1.9852 0.1612 -0.6874
H -1.6910 1.1968 -2.7261
H 2.2096 -0.0293 -0.5815
H 1.1718 -0.7844 -1.8311
H 1.5140 0.9728 -1.8864
*
```

No. 6
ORCA calculation (ωB97M-V/def2-TZVPD) on 2 unconnected molecules or ions with the total composition C9H14 in a non-equilibrium geometry.

Properties
SMILES ... Cc1ccccc1.CC
Lowest unoccupied orbital energy ... 1.03 eV
Kohn-Sham gap ... 9.8 eV
ΔE to the lowest compared entry with this formula, charge and spin ... 128.1 kJ/mol
E ... -351.2814 Ha

Structure (ORCA input):
```
! RIJCOSX wB97M-V def2-TZVPD def2/J DEFGRID3
* xyz 0 1
C 2.8828 0.6373 -2.1086
C 1.8513 0.7219 -1.0545
C 0.8615 1.8121 -1.0888
C -0.2148 1.7050 -0.2970
C -0.3242 0.7259 0.7294
C 0.5931 -0.3305 0.8149
C 1.6836 -0.2822 -0.0924
H 3.4099 -0.2241 -2.1978
H 3.6766 1.3201 -1.9964
H 2.5037 0.9394 -3.1735
H 0.9550 2.6608 -1.7537
H -1.1239 2.2648 -0.5824
H -1.2438 0.6672 1.4106
H 0.5553 -1.1262 1.6003
H 2.3575 -1.1561 -0.1327
C -3.2908 -1.2850 1.7705
C -2.8285 -2.6332 1.0922
H -3.6962 -0.7264 0.9400
H -4.0449 -1.5799 2.4460
H -2.4044 -0.7002 2.1761
H -3.7297 -3.1445 0.6083
H -2.1736 -2.3289 0.2740
H -2.3259 -3.2934 1.7871
*
```

No. 7
ORCA calculation (ωB97M-V/def2-TZVPD) on 3 unconnected molecules or ions with the total composition C11H18N2O3 in a non-equilibrium geometry.

Properties
SMILES ... O=C1OCCO1.CCCC#N.CCCC#N
Lowest unoccupied orbital energy ... 0.72 eV
Kohn-Sham gap ... 11.8 eV
ΔE to the lowest compared entry with this formula, charge and spin ... 259.8 kJ/mol
E ... -765.1738 Ha

Structure (ORCA input):
```
! RIJCOSX wB97M-V def2-TZVPD def2/J DEFGRID3
* xyz 0 1
O 1.9738 -4.2990 0.6842
C 2.1476 -3.1874 1.0670
O 1.6880 -2.0826 0.4246
C 2.0420 -0.9245 1.2003
C 3.1490 -1.4404 2.0994
O 2.8425 -2.8400 2.1714
H 2.3532 -0.1296 0.5295
H 1.1478 -0.6132 1.7363
H 3.0547 -1.0442 3.1065
H 4.1491 -1.2711 1.7064
C -0.9022 3.2479 -1.0079
C -1.6478 2.6950 0.1980
C -1.0090 3.0553 1.5565
C 0.3264 2.4849 1.7009
N 1.3688 2.0191 1.8238
H -0.6761 4.3107 -0.8788
H -1.5027 3.1211 -1.9052
H 0.0753 2.7759 -1.1327
H -1.7083 1.6025 0.1734
H -2.6746 3.0619 0.1795
H -1.6638 2.7335 2.3621
H -0.8754 4.1418 1.5984
C -1.2793 -0.5181 -2.6865
C -0.3951 -1.4802 -1.8881
C -1.2066 -2.4736 -1.0476
C -2.0018 -1.7867 -0.0517
N -2.5473 -1.2058 0.7731
H -0.6630 0.3178 -3.0231
H -2.0620 -0.0941 -2.0571
H -1.7188 -1.0157 -3.5497
H 0.1722 -0.8872 -1.1701
H 0.3127 -1.9927 -2.5343
H -0.4948 -3.1040 -0.5022
H -1.7746 -3.1774 -1.6563
*
```

No. 8
ORCA calculation (ωB97M-V/def2-TZVPD) on a molecular structure, C43H44CuFN3O2SbSi.

Properties
Lowest unoccupied orbital energy ... -1.24 eV
Kohn-Sham gap ... 5.4 eV
ΔE to the lowest compared entry with this formula, charge and spin ... 34.1 kJ/mol
E ... -4249.8614 Ha

Structure (ORCA input):
```
! RIJCOSX wB97M-V def2-TZVPD def2/J DEFGRID3
* xyz 0 1
Cu -0.6102 2.3032 -0.3038
C 3.8570 1.2334 -1.2488
Si 2.4066 2.4334 -1.2521
C 3.1288 4.1951 -1.3309
C 1.3967 2.2161 -2.8264
N 1.3221 2.1350 0.0540
C 1.7000 2.2679 1.3726
C 2.9577 2.7651 1.7954
C 3.2924 2.9296 3.1302
C 2.3884 2.6314 4.1393
C 1.1466 2.1221 3.7781
C 0.8486 1.9365 2.4502
F -0.3754 1.3958 2.1714
H 4.3171 1.1760 -2.2420
H 3.5257 0.2281 -0.9831
H 4.6385 1.5255 -0.5406
H 4.1975 4.1669 -1.5634
H 3.0118 4.7359 -0.3871
H 2.6420 4.7775 -2.1201
H 2.0594 2.1005 -3.6914
H 0.7601 3.0880 -3.0117
H 0.7522 1.3322 -2.7748
H 3.6874 3.0163 1.0332
H 4.2817 3.2954 3.3842
H 2.6426 2.7781 5.1807
H 0.4006 1.8528 4.5174
O -5.7607 -3.3176 0.7731
C -6.2444 -2.0625 0.7213
O -7.4021 -1.8410 0.9291
C -5.2559 -0.9827 0.3935
C -4.0154 -0.9192 1.0124
C -3.1645 0.1425 0.7594
C -3.5427 1.1503 -0.1190
C -4.7655 1.0561 -0.7880
C -5.6225 0.0047 -0.5179
N -2.6715 2.2664 -0.2169
C -3.1681 3.4220 -0.4124
C -2.3041 4.6003 -0.4760
C -2.8187 5.8864 -0.4006
C -1.9368 6.9549 -0.3788
C -0.5766 6.6995 -0.3977
C -0.1495 5.3803 -0.4843
N -0.9931 4.3599 -0.5596
H -4.8194 -3.3443 0.5418
H -3.7239 -1.6792 1.7288
H -2.2176 0.2346 1.2773
H -5.0486 1.7953 -1.5275
H -6.5910 -0.0634 -0.9969
H -4.2445 3.5830 -0.4542
H -3.8899 6.0397 -0.3471
H -2.3036 7.9725 -0.3368
H 0.1430 7.5053 -0.3630
H 0.9034 5.1240 -0.5097
C 0.4743 -4.9471 0.2925
C -0.7122 -4.4675 -0.5007
C -1.6157 -5.4226 -0.9744
C -2.7369 -5.0709 -1.7111
C -2.9732 -3.7351 -1.9966
C -2.0863 -2.7730 -1.5283
C -0.9589 -3.1084 -0.7763
Sb 0.2703 -1.3903 -0.2043
C 1.8943 -2.1280 -1.4527
C 3.0681 -2.6903 -0.9523
C 4.1107 -3.0598 -1.7888
C 3.9891 -2.8691 -3.1567
C 2.8180 -2.3330 -3.6688
C 1.7618 -1.9554 -2.8386
C 0.4990 -1.4314 -3.4800
C 0.6058 -2.0293 1.8404
C -0.5798 -2.4624 2.4436
C -0.6499 -2.7290 3.7998
C 0.4835 -2.5566 4.5856
C 1.6571 -2.1150 3.9998
C 1.7353 -1.8286 2.6343
C 3.0442 -1.3126 2.0941
H 0.6045 -6.0229 0.1724
H 0.3415 -4.7359 1.3541
H 1.3856 -4.4550 -0.0371
H -1.4217 -6.4680 -0.7604
H -3.4150 -5.8373 -2.0677
H -3.8326 -3.4467 -2.5943
H -2.2640 -1.7311 -1.7766
H 3.1794 -2.8468 0.1109
H 5.0177 -3.4848 -1.3764
H 4.7958 -3.1430 -3.8258
H 2.7113 -2.2048 -4.7412
H 0.7099 -1.0306 -4.4717
H 0.0351 -0.6401 -2.8851
H -0.2317 -2.2369 -3.5873
H -1.4690 -2.6004 1.8335
H -1.5828 -3.0557 4.2437
H 0.4481 -2.7591 5.6490
H 2.5357 -1.9562 4.6168
H 3.4882 -0.6087 2.7984
H 2.9158 -0.7957 1.1417
H 3.7574 -2.1301 1.9618
*
```